[1]
Below is 2 unconnected molecules or ions with the total composition C4H12O2 in a non-equilibrium geometry, with properties calculated with the ωB97M-V functional and the def2-TZVPD basis.

```
! wB97M-V def2-TZVPD RIJCOSX def2/J DEFGRID3
* xyz 0 1
C 1.24 1.99 -0.44
C 0.43 0.82 0.08
C 0.03 -0.14 -1.05
C -0.86 -1.25 -0.54
O 1.16 -0.61 -1.74
H 0.71 2.60 -1.17
H 2.13 1.67 -0.99
H 1.63 2.61 0.37
H 1.02 0.30 0.85
H -0.51 1.11 0.56
H -0.57 0.53 -1.69
H -0.49 -1.61 0.43
H -1.88 -0.91 -0.38
H -0.86 -2.16 -1.13
H 0.96 -1.43 -2.17
H -1.47 -0.46 3.34
H -0.99 -1.68 2.57
O -1.68 -1.36 3.14
*
```

calculated total energy = -310.06636 hartree
SMILES = CC[C@H](C)O.O
energy above the lowest of the compared OMol25 structures with the same formula, charge and spin = 4.1 kcal per mole
HOMO energy = -10.21 eV


[2]
Below is a single C6H13NO molecule in a non-equilibrium geometry, with properties calculated with the ωB97M-V functional and the def2-TZVPD basis.

```
! wB97M-V def2-TZVPD RIJCOSX def2/J DEFGRID3
* xyz 0 1
C 0.18 0.91 2.71
N 1.04 0.45 1.64
C 0.33 -0.05 0.53
C 1.11 -0.35 -0.74
C 0.36 -0.23 -2.09
C -0.48 1.03 -2.25
C -0.83 -1.09 0.70
O -1.73 -1.21 -0.07
H -0.39 1.80 2.38
H -0.67 0.24 2.83
H 0.69 1.28 3.59
H 1.63 1.18 1.27
H -0.69 0.37 0.43
H 1.56 -1.32 -0.61
H 2.01 0.27 -0.77
H -0.29 -1.10 -2.11
H 1.07 -0.32 -2.91
H -1.24 0.86 -3.02
H -1.05 1.26 -1.36
H 0.07 1.90 -2.63
H -0.53 -1.86 1.45
*
```

calculated total energy = -366.30066 hartree
SMILES = CCC[C@@H](C=O)NC
energy above the lowest of the compared OMol25 structures with the same formula, charge and spin = 83.6 kcal per mole
HOMO energy = -8.26 eV


[3]
Below is a single C6H16N2 molecule in a non-equilibrium geometry, with properties calculated with the ωB97M-V functional and the def2-TZVPD basis.

```
! wB97M-V def2-TZVPD RIJCOSX def2/J DEFGRID3
* xyz 0 1
C -0.30 1.48 2.16
N 0.25 0.53 1.21
C 1.70 0.44 1.24
C 0.08 1.80 -0.96
C -0.35 0.57 -0.12
C -0.09 -0.73 -0.91
N -1.16 -1.68 -0.71
C -1.06 -2.83 -1.60
H -1.17 1.05 2.65
H 0.42 1.70 2.95
H -0.55 2.44 1.70
H 2.07 -0.41 1.84
H 2.19 1.31 1.68
H 2.15 0.33 0.25
H 0.41 2.63 -0.32
H 0.96 1.56 -1.57
H -0.69 2.18 -1.59
H -1.41 0.61 0.06
H 0.88 -1.12 -0.57
H -0.03 -0.50 -1.97
H -1.15 -2.01 0.23
H -1.81 -3.55 -1.32
H -0.07 -3.30 -1.71
H -1.27 -2.50 -2.63
*
```

calculated total energy = -347.67441 hartree
SMILES = CNC[C@H](C)N(C)C
energy above the lowest of the compared OMol25 structures with the same formula, charge and spin = 31.6 kcal per mole
HOMO energy = -8.07 eV


[4]
Below is a single C6H8 molecule in a non-equilibrium geometry, with properties calculated with the ωB97M-V functional and the def2-TZVPD basis.

```
! wB97M-V def2-TZVPD RIJCOSX def2/J DEFGRID3
* xyz 0 1
C -1.37 -2.19 -1.34
C -0.63 -1.47 -0.73
C 0.21 -0.57 0.03
C 0.87 0.63 -0.66
C 0.73 1.39 0.66
C -0.47 0.38 1.03
H -2.02 -2.84 -1.88
H 1.01 -1.12 0.54
H 1.82 0.45 -1.18
H 0.16 1.07 -1.37
H 1.14 1.06 1.59
H 0.57 2.47 0.58
H -1.42 0.80 0.72
H -0.61 -0.08 2.03
*
```

calculated total energy = -233.29357 hartree
SMILES = C#CC1CCC1
energy above the lowest of the compared OMol25 structures with the same formula, charge and spin = 58.6 kcal per mole
HOMO energy = -9.73 eV


[5]
Below is 5 unconnected molecules or ions with the total composition C3H15N2O2S in a non-equilibrium geometry, with properties calculated with the ωB97M-V functional and the def2-TZVPD basis.

```
! wB97M-V def2-TZVPD RIJCOSX def2/J DEFGRID3
* xyz 1 1
N -1.61 -4.97 2.04
C 1.57 2.24 -1.05
C 0.33 2.73 -1.22
S -1.46 -0.57 0.36
C 1.92 1.33 0.11
N 1.90 -0.05 -0.37
H -2.07 -4.55 1.26
H -0.73 -5.43 1.89
H -1.90 -4.82 2.98
H 2.35 2.30 -1.82
H -0.46 2.52 -0.49
H 0.11 3.36 -2.06
H -1.58 -1.43 -0.66
H 1.16 1.41 0.89
H 2.86 1.69 0.57
H 2.69 -0.65 -0.54
H 1.26 -0.66 0.12
H -1.25 1.29 1.36
H -1.67 2.36 2.36
O -0.97 2.15 1.73
H -0.65 0.10 -1.70
H -1.21 -0.47 -3.09
O -0.58 0.14 -2.69
*
```

calculated total energy = -780.95894 hartree
energy above the lowest of the compared OMol25 structures with the same formula, charge and spin = 187.4 kcal per mole
HOMO energy = -12.54 eV


[6]
Below is 2 unconnected molecules or ions with the total composition C4H10O2, with properties calculated with the ωB97M-V functional and the def2-TZVPD basis.

```
! wB97M-V def2-TZVPD RIJCOSX def2/J DEFGRID3
* xyz 0 1
C -0.76 -1.58 -0.93
O 0.02 -0.65 -0.20
C -0.70 0.51 0.24
C -0.53 0.66 1.74
C 2.69 1.26 -0.92
O 2.12 0.31 -1.60
H -1.61 -1.93 -0.32
H -1.15 -1.15 -1.86
H -0.12 -2.43 -1.17
H -1.76 0.41 -0.02
H -0.98 -0.19 2.27
H -1.01 1.58 2.09
H 0.54 0.70 2.00
H -0.29 1.38 -0.29
H 2.16 1.28 0.09
H 1.39 -0.15 -1.12
*
```

calculated total energy = -308.74966 hartree
energy above the lowest of the compared OMol25 structures with the same formula, charge and spin = 93.2 kcal per mole
HOMO energy = -8.19 eV


[7]
Below is a single C5H7NO molecule, with properties calculated with the ωB97M-V functional and the def2-TZVPD basis.

```
! wB97M-V def2-TZVPD RIJCOSX def2/J DEFGRID3
* xyz 0 1
O -1.06 -0.01 2.96
C -0.68 -0.15 1.82
C -0.20 1.00 0.95
C 1.05 0.62 0.21
C 1.13 -0.15 -0.88
C 0.00 -0.72 -1.63
N -1.19 -0.75 -1.19
H -0.05 1.87 1.59
H -1.01 1.20 0.23
H 1.99 0.99 0.63
H 2.12 -0.35 -1.30
H -0.67 -1.14 1.33
H 0.27 -1.11 -2.63
H -1.82 -1.16 -1.88
*
```

calculated total energy = -324.66640 hartree
SMILES = [H]/N=C/C=C\CC=O
energy above the lowest of the compared OMol25 structures with the same formula, charge and spin = 36.4 kcal per mole
HOMO energy = -9.38 eV


[8]
Below is a molecular structure, C22H31BrCl2N3O3Y in a non-equilibrium geometry, with properties calculated with the ωB97M-V functional and the def2-TZVPD basis.

```
! wB97M-V def2-TZVPD RIJCOSX def2/J DEFGRID3
* xyz 0 1
O 1.01 2.38 -1.50
C 1.31 3.54 -1.24
C 1.72 4.64 -2.19
C 1.54 4.43 -3.57
H 0.87 3.63 -3.91
C 2.26 5.20 -4.50
H 2.19 4.95 -5.56
C 3.09 6.25 -4.06
H 3.70 6.79 -4.79
C 3.12 6.58 -2.70
H 3.72 7.43 -2.39
C 2.42 5.80 -1.78
H 2.43 6.09 -0.73
H 1.25 3.84 -0.18
C 3.38 -0.43 0.82
C 2.15 -1.07 1.27
H 4.26 -0.78 1.37
H 3.32 0.65 0.98
H 3.55 -0.64 -0.24
C 2.00 -1.99 2.20
C 3.18 -2.66 2.93
H 1.02 -2.35 2.57
H 4.15 -2.24 2.64
H 3.23 -3.73 2.70
H 3.09 -2.57 4.02
Y -0.11 -0.56 0.20
Cl 0.92 -1.19 -2.01
Cl 0.35 1.53 1.51
H -2.01 1.62 -3.56
H -2.93 -0.12 -4.94
C -1.68 0.95 -2.77
C -2.50 -0.88 -4.27
N -2.36 -0.34 -2.92
H -1.93 1.37 -1.80
C -2.58 -1.12 -1.87
O -2.19 -0.81 -0.70
H -3.15 -1.76 -4.24
H -3.12 -2.07 -2.06
H -0.60 0.82 -2.83
H -1.52 -1.17 -4.69
H -3.04 -1.26 5.25
H -4.25 1.04 4.54
C -2.12 -0.79 4.91
C -3.24 1.37 4.24
N -2.41 0.22 3.89
H -1.45 -1.52 4.46
C -2.03 0.02 2.63
O -1.37 -0.99 2.23
H -3.34 2.05 3.39
H -2.26 0.84 1.93
H -1.66 -0.32 5.78
H -2.82 1.92 5.09
Br -3.37 -5.60 2.09
C -1.81 -5.02 1.19
C -0.90 -5.94 0.66
C 0.20 -5.45 -0.03
C 0.41 -4.06 -0.09
N -0.43 -3.17 0.46
C -1.55 -3.65 1.06
H -1.07 -7.01 0.80
H 0.91 -6.10 -0.51
H 1.27 -3.65 -0.62
H -2.24 -2.92 1.48
*
```

calculated total energy = -4779.75311 hartree
energy above the lowest of the compared OMol25 structures with the same formula, charge and spin = 0.0 kcal per mole
HOMO energy = -5.73 eV


[9]
Below is 15 unconnected molecules or ions with the total composition C90H168N6O33 in a non-equilibrium geometry, with properties calculated with the ωB97M-V functional and the def2-TZVPD basis.

```
! wB97M-V def2-TZVPD RIJCOSX def2/J DEFGRID3
* xyz 0 1
C 1.80 -1.39 -5.77
C 1.97 -1.47 -7.28
C 1.05 -2.59 -7.80
O 0.44 -1.99 -8.91
C 0.60 -0.58 -8.84
O -0.05 0.25 -9.50
O 1.58 -0.28 -7.90
H 0.77 -1.36 -5.40
H 2.44 -0.58 -5.44
H 2.29 -2.22 -5.26
H 3.04 -1.66 -7.35
H 0.36 -2.98 -7.05
H 1.68 -3.37 -8.22
C -1.48 3.22 6.46
C -0.07 2.79 5.98
C 0.13 2.94 4.49
O 1.49 3.36 4.47
C 1.81 3.87 5.61
O 2.78 4.64 5.69
O 0.85 3.71 6.53
H -2.17 2.46 6.09
H -1.58 4.17 5.93
H -1.65 3.32 7.54
H 0.16 1.74 6.20
H -0.50 3.66 3.97
H 0.10 1.95 4.03
C -4.31 -1.24 0.56
C -5.76 -1.55 0.97
C -6.21 -2.97 1.25
O -6.52 -2.94 2.63
C -6.33 -1.72 3.17
O -6.37 -1.45 4.38
O -5.91 -0.92 2.26
H -3.58 -1.76 1.19
H -4.04 -0.19 0.58
H -4.06 -1.54 -0.45
H -6.50 -1.18 0.27
H -5.37 -3.56 0.90
H -7.13 -3.28 0.75
C -2.79 -3.41 -2.92
C -4.10 -2.85 -3.35
C -4.86 -3.73 -4.44
O -6.16 -4.07 -3.87
C -6.07 -3.68 -2.58
O -6.97 -3.85 -1.79
O -4.95 -3.03 -2.25
H -2.90 -4.42 -2.52
H -2.36 -2.65 -2.27
H -2.13 -3.43 -3.78
H -4.06 -1.82 -3.72
H -4.36 -4.63 -4.77
H -5.01 -3.12 -5.33
C -5.49 -0.61 -8.22
C -4.53 -1.73 -7.76
C -3.24 -1.93 -8.50
O -2.25 -1.70 -7.57
C -2.70 -1.16 -6.49
O -2.17 -0.99 -5.41
O -4.03 -1.15 -6.51
H -4.95 0.33 -8.19
H -6.32 -0.56 -7.51
H -5.86 -0.64 -9.24
H -5.17 -2.61 -7.75
H -3.04 -1.28 -9.35
H -3.17 -2.95 -8.86
C 2.70 -2.90 -2.05
C 1.83 -3.78 -2.86
C 2.47 -4.96 -3.57
O 1.54 -6.01 -3.29
C 0.93 -5.74 -2.11
O 0.24 -6.61 -1.53
O 1.06 -4.41 -1.85
H 3.11 -2.20 -2.77
H 3.46 -3.56 -1.63
H 2.21 -2.31 -1.27
H 1.23 -3.23 -3.59
H 3.52 -5.10 -3.32
H 2.52 -4.87 -4.66
C 5.41 4.11 -1.98
C 4.70 2.76 -2.03
C 3.91 2.61 -3.32
O 4.28 1.35 -3.81
C 5.26 0.91 -3.09
O 5.94 -0.14 -3.31
O 5.66 1.77 -2.20
H 5.97 4.32 -1.06
H 4.64 4.87 -2.07
H 6.16 4.21 -2.76
H 4.08 2.49 -1.17
H 4.18 3.43 -3.97
H 2.85 2.73 -3.08
C 6.30 2.45 1.18
C 6.40 1.95 2.63
C 6.26 3.03 3.69
O 5.31 2.59 4.56
C 4.65 1.68 4.01
O 3.59 1.23 4.48
O 5.23 1.28 2.91
H 6.01 1.61 0.55
H 7.24 2.85 0.79
H 5.53 3.19 0.99
H 7.31 1.39 2.84
H 5.94 4.02 3.36
H 7.23 3.18 4.17
C -8.04 -0.14 -4.60
C -7.35 0.85 -3.65
C -7.54 0.56 -2.17
O -6.32 0.65 -1.58
C -5.42 0.79 -2.58
O -4.21 0.95 -2.42
O -5.98 0.67 -3.83
H -9.07 -0.11 -4.22
H -7.63 -1.13 -4.39
H -8.12 0.09 -5.66
H -7.74 1.83 -3.95
H -7.96 -0.43 -1.99
H -8.16 1.37 -1.80
C 2.43 -1.58 8.49
C 3.32 -2.15 7.34
C 3.56 -3.67 7.66
C 3.97 -4.61 6.52
C 3.12 -4.44 5.32
C 2.87 -3.00 4.86
N 2.58 -2.11 6.05
O 2.17 -0.83 5.67
C 4.18 -2.56 4.21
C 1.68 -3.12 3.80
C 4.61 -1.29 7.22
H 2.43 -0.49 8.42
H 2.76 -1.95 9.46
H 1.43 -2.00 8.43
H 4.44 -3.83 8.28
H 2.81 -4.05 8.35
H 3.87 -5.63 6.89
H 5.03 -4.43 6.34
H 2.18 -4.95 5.55
H 3.49 -5.14 4.57
H 4.28 -3.06 3.25
H 4.21 -1.49 3.99
H 5.15 -2.83 4.63
H 1.50 -2.16 3.33
H 2.04 -3.88 3.11
H 0.81 -3.63 4.23
H 5.32 -1.56 6.44
H 5.17 -1.04 8.13
H 4.38 -0.28 6.91
H 3.00 -0.53 5.31
C 0.10 4.35 -10.62
C 0.06 4.75 -9.09
C -1.34 5.46 -8.97
C -1.86 5.55 -7.53
C -1.79 4.20 -6.78
C -0.46 3.49 -6.95
N 0.00 3.51 -8.31
O 1.01 2.68 -8.65
C 0.67 3.96 -5.96
C -0.78 2.03 -6.58
C 1.18 5.70 -8.74
H 0.98 3.75 -10.87
H 0.05 5.24 -11.24
H -0.77 3.78 -10.94
H -1.25 6.47 -9.35
H -2.14 5.04 -9.58
H -2.82 6.03 -7.69
H -1.29 6.32 -7.02
H -2.72 3.68 -6.99
H -1.85 4.50 -5.73
H 0.34 3.67 -4.96
H 1.58 3.40 -6.16
H 0.81 5.04 -5.83
H -1.27 1.53 -7.40
H 0.10 1.40 -6.41
H -1.38 2.01 -5.67
H 1.01 6.62 -9.30
H 2.13 5.21 -8.98
H 1.17 5.94 -7.68
H 0.63 1.93 -9.11
C -6.86 2.10 1.50
C -6.11 3.17 2.28
C -5.16 2.42 3.16
C -3.98 3.19 3.82
C -3.16 3.99 2.75
C -4.11 4.78 1.87
N -5.31 4.03 1.39
O -5.98 4.61 0.29
C -4.52 5.98 2.73
C -3.27 5.31 0.67
C -7.13 4.06 3.12
H -7.39 1.43 2.19
H -6.13 1.56 0.90
H -7.69 2.53 0.94
H -5.72 1.98 3.98
H -4.88 1.47 2.70
H -3.36 2.43 4.28
H -4.23 3.87 4.63
H -2.56 3.25 2.24
H -2.49 4.70 3.22
H -5.00 5.60 3.63
H -3.70 6.60 3.08
H -5.20 6.56 2.11
H -2.31 5.74 0.94
H -3.06 4.54 -0.08
H -3.67 6.17 0.14
H -7.58 4.86 2.54
H -6.59 4.50 3.95
H -7.93 3.50 3.60
H -5.84 3.92 -0.36
C 1.46 2.01 0.99
C 1.27 0.55 0.51
C 0.01 -0.02 1.27
C -1.20 0.51 0.68
C -1.24 0.06 -0.79
C -0.13 0.74 -1.65
N 1.11 0.48 -0.93
O 2.19 0.89 -1.67
C -0.12 -0.02 -3.00
C -0.49 2.30 -1.86
C 2.51 -0.23 0.92
H 0.68 2.64 0.57
H 2.33 2.58 0.66
H 1.58 2.01 2.07
H 0.03 -1.11 1.16
H 0.13 0.29 2.31
H -1.30 1.60 0.70
H -2.14 0.25 1.18
H -2.21 0.47 -1.10
H -1.32 -1.01 -0.93
H -1.09 -0.15 -3.48
H 0.56 0.47 -3.69
H 0.23 -1.04 -2.83
H -1.34 2.77 -1.36
H 0.40 2.91 -1.69
H -0.59 2.41 -2.93
H 2.63 -0.07 1.99
H 3.42 0.10 0.41
H 2.41 -1.28 0.68
H 2.38 0.11 -2.20
C 9.08 -5.22 2.26
C 8.35 -3.92 1.88
C 9.38 -2.93 1.40
C 8.84 -1.73 0.64
C 7.96 -2.23 -0.49
C 6.87 -3.20 -0.11
N 7.41 -4.27 0.76
O 6.47 -5.29 1.14
C 5.63 -2.37 0.51
C 6.39 -3.88 -1.43
C 7.82 -3.28 3.19
H 8.35 -5.99 2.54
H 9.89 -5.01 2.96
H 9.63 -5.49 1.36
H 9.93 -2.36 2.15
H 10.14 -3.42 0.77
H 9.72 -1.23 0.23
H 8.25 -1.06 1.27
H 8.64 -2.58 -1.27
H 7.55 -1.28 -0.81
H 4.82 -3.07 0.69
H 5.89 -1.88 1.45
H 5.26 -1.59 -0.16
H 7.10 -4.63 -1.78
H 5.48 -4.46 -1.31
H 6.30 -3.15 -2.24
H 8.61 -2.95 3.87
H 7.19 -4.05 3.62
H 7.16 -2.42 3.09
H 6.64 -6.03 0.55
C -1.54 -0.56 4.41
C -2.32 -1.34 5.50
C -1.20 -1.62 6.48
C -1.74 -2.02 7.91
C -2.68 -0.96 8.45
C -3.87 -0.71 7.54
N -3.38 -0.51 6.19
O -4.18 0.15 5.29
C -4.80 -1.89 7.53
C -4.68 0.47 8.11
C -2.85 -2.64 4.85
H -2.18 -0.36 3.55
H -0.71 -1.18 4.07
H -1.19 0.38 4.83
H -0.57 -2.34 5.95
H -0.50 -0.79 6.63
H -0.91 -2.17 8.61
H -2.20 -3.01 7.84
H -2.14 -0.01 8.43
H -3.08 -1.13 9.45
H -5.22 -1.94 8.54
H -5.67 -1.81 6.88
H -4.32 -2.84 7.30
H -4.71 0.35 9.19
H -4.23 1.44 7.90
H -5.73 0.54 7.82
H -3.12 -3.32 5.65
H -1.99 -3.06 4.32
H -3.72 -2.49 4.21
H -4.92 -0.45 5.15
*
```

calculated total energy = -6341.16424 hartree
energy above the lowest of the compared OMol25 structures with the same formula, charge and spin = 0.0 kcal per mole
HOMO energy = -7.18 eV


- Among the records above, which one has the lowest calculated total energy?
  C90H168N6O33


- Which formula does entry 7 have?
  C5H7NO